Version A
Below is one molecule with the formula C4H11B, with properties calculated with ωB97M-V with the def2-TZVPD basis set.

Values from the calculation:
Total charge   0
LUMO energy   0.25 eV
HOMO-LUMO gap   9.69 eV
Spin multiplicity   1
SMILES   B[C@@H](C)CC

Atoms and positions in Å:
B -1.36 1.42 -0.22
C 1.56 0.52 -0.55
C -0.90 -1.47 -0.20
C 0.91 0.02 0.74
C -0.68 -0.13 0.62
H -1.41 2.38 0.43
H -1.80 1.16 -1.27
H 2.68 0.21 -0.70
H 1.52 1.67 -0.45
H 0.93 -0.05 -1.35
H -1.97 -2.03 -0.21
H -0.27 -2.16 0.30
H -0.51 -1.35 -1.25
H 1.25 -0.94 1.09
H 1.21 0.79 1.47
H -1.15 -0.04 1.56

Atomic partial charges in e from the Mulliken method, atoms 1 to 6: 0.228, -0.818, -1.100, -0.677, -0.174, -0.049

Version B
Below is a 2-piece molecular cluster, C4H11B overall, with properties calculated with ωB97M-V with the def2-TZVPD basis set.

Values from the calculation:
Total charge   0
LUMO energy   -0.03 eV
HOMO-LUMO gap   8.92 eV
Spin multiplicity   1

Atoms and positions in Å:
B -1.04 -0.64 -1.13
C 1.46 -0.30 -0.32
C -0.20 1.55 -0.24
C -0.31 -0.63 1.30
C -0.01 -0.03 -0.07
H -2.68 -1.67 -0.39
H -1.01 -0.75 -2.29
H 1.94 0.08 0.53
H 1.75 0.30 -1.14
H 1.75 -1.38 -0.41
H 0.44 2.07 -1.00
H 0.24 2.05 0.62
H -1.22 1.65 -0.46
H 0.01 -1.63 1.22
H 0.32 -0.10 2.07
H -1.44 -0.60 1.69

Atomic partial charges in e from the Mulliken method, atoms 1 to 6: 0.066, -1.606, -1.586, -1.414, 1.201, -0.116

Tell me which of them is the least stable. Sure, it is version B.

Version A
Below is one molecule with the formula C21H24N4O5S, with properties calculated with ωB97M-V with the def2-TZVPD basis set.

Values from the calculation:
Total charge   0
LUMO energy   0.52 eV
HOMO-LUMO gap   9.50 eV
Spin multiplicity   1
SMILES   CN(C)S(=O)(=O)c1cccc(NC(=O)CN2C(=O)N[C@H](CCc3ccccc3)C2=O)c1

Atoms and positions in Å:
C -5.84 -1.51 0.92
N -4.50 -2.02 0.82
S -3.74 -1.70 -0.63
O -2.46 -2.34 -0.60
O -4.65 -2.03 -1.68
C -3.48 0.08 -0.62
C -2.32 0.57 -0.06
C -2.10 1.94 -0.01
C -3.08 2.81 -0.51
C -4.24 2.29 -1.06
C -4.45 0.92 -1.13
H -5.34 0.50 -1.57
H -4.98 2.97 -1.46
H -2.91 3.87 -0.47
N -0.90 2.38 0.54
C -0.35 3.62 0.49
O -0.89 4.61 0.07
C 1.08 3.63 1.06
N 1.98 2.74 0.36
C 2.01 1.38 0.47
O 1.26 0.72 1.16
C 3.10 0.89 -0.46
N 3.66 2.13 -0.93
C 2.99 3.22 -0.50
O 3.20 4.38 -0.73
H 4.40 2.18 -1.60
C 2.52 0.02 -1.59
H 3.30 -0.13 -2.33
C 2.02 -1.33 -1.08
C 3.15 -2.14 -0.50
C 4.05 -2.79 -1.33
C 5.11 -3.50 -0.80
C 5.29 -3.57 0.57
C 4.40 -2.92 1.41
C 3.33 -2.21 0.88
H 2.64 -1.71 1.53
H 4.53 -2.98 2.48
H 6.12 -4.13 0.98
H 5.80 -4.01 -1.46
H 3.91 -2.75 -2.40
H 1.25 -1.18 -0.32
H 1.57 -1.87 -1.91
H 1.70 0.56 -2.07
H 3.84 0.30 0.10
H 1.05 3.36 2.12
H 1.49 4.64 0.94
H -0.33 1.63 0.94
H -1.58 -0.13 0.30
C -3.67 -1.83 1.99
H -2.68 -2.20 1.75
H -3.61 -0.77 2.28
H -4.08 -2.40 2.82
H -5.87 -0.44 1.15
H -6.38 -2.06 1.70
H -6.32 -1.69 -0.04

Atomic partial charges in e from the Mulliken method, atoms 1 to 6: -0.914, 0.026, 1.153, -0.663, -0.719, 0.084

Version B
Below is one molecule with the formula C21H24N4O5S, with properties calculated with ωB97M-V with the def2-TZVPD basis set.

Values from the calculation:
Total charge   0
LUMO energy   0.54 eV
HOMO-LUMO gap   9.16 eV
Spin multiplicity   1
SMILES   CC(C)Cn1c(N)c(C(=O)COC(=O)CCc2nc3ccccc3s2)c(=O)n(C)c1=O

Atoms and positions in Å:
C 1.64 -2.97 -3.55
H 2.70 -2.94 -3.34
H 1.19 -3.77 -2.97
H 1.50 -3.18 -4.61
C 0.99 -1.63 -3.19
C 1.56 -0.51 -4.06
H 1.11 0.45 -3.81
H 1.35 -0.72 -5.11
H 2.64 -0.44 -3.94
H -0.09 -1.71 -3.38
C 1.17 -1.38 -1.69
N 0.42 -0.23 -1.20
C 0.96 1.01 -1.06
N 2.21 1.24 -1.46
H 2.81 0.51 -1.79
H 2.54 2.20 -1.30
C 0.21 2.05 -0.48
C -1.16 1.82 -0.12
O -1.93 2.62 0.38
N -1.65 0.54 -0.43
C -0.92 -0.50 -0.93
O -1.39 -1.59 -1.15
C -3.06 0.30 -0.16
H -3.63 1.17 -0.49
H -3.21 0.16 0.91
H -3.36 -0.59 -0.70
C 0.84 3.34 -0.26
O 1.89 3.69 -0.80
C 0.14 4.36 0.63
H -0.81 4.67 0.18
H 0.82 5.22 0.73
O -0.19 3.89 1.93
C 0.62 2.99 2.48
O 1.64 2.59 1.98
C 0.05 2.50 3.79
H -0.25 3.37 4.39
H 0.82 1.93 4.32
C -1.19 1.64 3.52
C -0.89 0.32 2.90
N -1.79 -0.55 2.64
C -1.29 -1.69 2.10
C -2.03 -2.80 1.70
C -1.37 -3.88 1.17
C 0.02 -3.89 1.03
C 0.77 -2.79 1.42
C 0.11 -1.70 1.95
S 0.76 -0.18 2.50
H 1.85 -2.79 1.32
H 0.51 -4.75 0.62
H -1.93 -4.75 0.85
H -3.10 -2.79 1.81
H -1.72 1.45 4.46
H -1.87 2.18 2.85
H 0.78 -2.24 -1.15
H 2.23 -1.27 -1.43

Atomic partial charges in e from the Mulliken method, atoms 1 to 6: -1.678, 0.364, 0.364, 0.447, 1.203, -1.517

Tell me which of them is the least stable. Sure, it is version A.

Version A
Below is C17H25GeN7OReSSe as an isolated structure, with properties calculated with ωB97M-V with the def2-TZVPD basis set.

Values from the calculation:
<S²>   0.767
Total charge   +2
LUMO energy (spin up / spin down)   -8.56 / -8.38 eV
HOMO-LUMO gap (spin up / spin down)   5.49 / 5.64 eV
Spin multiplicity   2

Atoms and positions in Å:
Re -0.15 -1.64 -0.74
C 0.89 -0.99 3.48
C 0.82 -1.12 2.00
N -0.26 -1.36 1.32
N -1.43 -1.52 2.02
C -2.30 -2.24 1.38
N -3.51 -2.48 1.87
S -1.87 -2.96 -0.21
C 2.00 -1.06 1.15
C 3.31 -0.78 1.69
C 4.38 -0.69 0.89
C 4.26 -0.85 -0.58
C 2.97 0.18 -1.70
N 1.76 -1.31 -0.11
H -0.09 -1.14 3.93
H 1.26 0.00 3.75
H 1.58 -1.73 3.89
H -3.75 -2.16 2.80
H -4.14 -3.12 1.41
H 3.40 -0.64 2.76
H 5.36 -0.48 1.29
H 5.08 -1.43 -0.99
H 2.34 0.79 -2.34
N 1.60 -3.56 -3.82
C 1.67 -2.69 -2.81
O 0.50 -2.12 -2.48
C 2.81 -2.37 -2.12
C 2.84 -1.23 -1.14
N 4.13 0.48 -1.26
C 4.00 -3.04 -2.47
N 4.96 -3.61 -2.75
H 0.71 -3.81 -4.21
H 2.43 -4.02 -4.16
C -2.15 4.13 -1.07
Ge -2.45 3.15 0.59
C -1.08 3.55 1.91
C -4.27 3.31 1.24
C -2.21 1.16 0.26
Se -0.70 0.78 -0.90
C -1.64 0.80 -2.60
H -2.17 5.19 -0.85
H -2.93 3.93 -1.81
H -1.17 3.92 -1.52
H -1.08 4.62 2.13
H -0.09 3.28 1.55
H -1.28 3.02 2.84
H -4.47 4.34 1.53
H -4.43 2.68 2.12
H -4.99 3.03 0.47
H -3.08 0.66 -0.17
H -1.98 0.70 1.22
H -2.00 1.82 -2.76
H -2.47 0.10 -2.56
H -0.93 0.53 -3.38

Atomic partial charges in e from the Mulliken method, atoms 1 to 6: 0.892, -1.694, 0.899, 1.104, -1.383, 0.710

Version B
Below is C17H25GeN7OReSSe as an isolated structure, with properties calculated with ωB97M-V with the def2-TZVPD basis set.

Values from the calculation:
<S²>   0.760
Total charge   +2
LUMO energy (spin up / spin down)   -7.79 / -8.55 eV
HOMO-LUMO gap (spin up / spin down)   6.85 / 6.48 eV
Spin multiplicity   2

Atoms and positions in Å:
Re 0.36 -1.25 -0.86
C 0.89 -0.70 3.47
C 1.02 -0.80 1.99
N 0.05 -1.21 1.19
N -1.12 -1.59 1.76
C -1.78 -2.41 0.98
N -2.96 -2.90 1.33
S -1.08 -2.94 -0.58
C 2.25 -0.66 1.26
C 3.58 -0.74 1.85
C 4.59 -1.22 1.12
C 4.47 -1.57 -0.33
C 3.92 -0.24 -1.73
N 2.08 -0.72 -0.03
H -0.13 -0.45 3.75
H 1.57 0.05 3.86
H 1.13 -1.66 3.93
H -3.34 -2.68 2.25
H -3.42 -3.60 0.78
H 3.70 -0.52 2.90
H 5.57 -1.36 1.57
H 4.87 -2.56 -0.54
H 3.69 0.50 -2.48
N 1.60 -2.57 -4.05
C 1.61 -1.88 -2.94
O 0.94 -0.77 -2.81
C 2.20 -2.29 -1.67
C 3.08 -1.24 -0.96
N 5.06 -0.52 -1.22
C 2.54 -3.67 -1.50
N 2.81 -4.78 -1.36
H 1.06 -2.26 -4.85
H 2.13 -3.43 -4.13
C -3.15 3.90 -1.15
Ge -2.74 3.11 0.58
C -1.22 3.99 1.42
C -4.29 2.96 1.74
C -2.13 1.21 0.31
Se -0.71 1.07 -1.02
C -1.81 0.89 -2.62
H -3.52 4.91 -0.99
H -3.93 3.34 -1.67
H -2.27 3.98 -1.78
H -1.45 5.04 1.61
H -0.34 3.96 0.79
H -0.98 3.52 2.38
H -4.66 3.96 1.98
H -4.03 2.46 2.67
H -5.09 2.41 1.24
H -2.93 0.53 0.00
H -1.71 0.85 1.25
H -2.34 1.83 -2.75
H -2.50 0.06 -2.49
H -1.14 0.72 -3.45

Atomic partial charges in e from the Mulliken method, atoms 1 to 6: 0.959, -1.643, 0.836, 1.058, -1.357, 0.683

Tell me which of them is the least stable. Sure, it is version A.

Version A
Below is one molecule with the formula C2H6N4O2, with properties calculated with ωB97M-V with the def2-TZVPD basis set.

Values from the calculation:
Total charge   0
LUMO energy   0.71 eV
HOMO-LUMO gap   9.96 eV
Spin multiplicity   1
SMILES   [H]/N=C/N(O)C(=O)NN

Atoms and positions in Å:
C -0.73 0.90 -0.07
C 1.35 -0.31 -0.57
H -1.66 -1.80 -0.02
H -1.86 -1.01 1.35
H -2.66 0.80 -0.58
H 2.02 0.68 1.27
H 0.92 -0.59 -1.52
H 3.21 -0.74 -0.98
N -2.16 -1.01 0.43
N -1.84 0.19 -0.25
N 0.42 0.21 0.37
N 2.58 -0.29 -0.29
O -0.69 2.03 -0.49
O 1.11 0.94 1.34

Atomic partial charges in e from the Mulliken method, atoms 1 to 6: 0.421, -0.051, 0.259, 0.265, 0.264, 0.383

Version B
Below is one molecule with the formula C2H6N4O2, with properties calculated with ωB97M-V with the def2-TZVPD basis set.

Values from the calculation:
Total charge   0
LUMO energy   0.62 eV
HOMO-LUMO gap   9.63 eV
Spin multiplicity   1
SMILES   [H]/N=C(/NN)O/C=N\O

Atoms and positions in Å:
C -0.33 -0.53 -0.07
C 0.71 1.11 1.10
H 0.87 -2.62 -0.53
H 1.57 -1.71 -1.90
H -1.22 -1.63 -1.63
H -1.55 -0.19 1.51
H 1.33 0.70 1.84
H -0.94 3.60 0.45
N 0.77 -2.23 -1.45
N -0.28 -1.30 -1.30
N -1.48 -0.45 0.52
N 0.30 2.29 1.22
O 0.77 0.21 0.06
O -0.52 2.76 0.18

Atomic partial charges in e from the Mulliken method, atoms 1 to 6: 0.496, -0.011, 0.268, 0.285, 0.269, 0.277

Tell me which of them is the least stable. Sure, it is version B.

Version A
Below is C2H6N4O2 as an isolated structure, with properties calculated with ωB97M-V with the def2-TZVPD basis set.

Values from the calculation:
Total charge   0
LUMO energy   -0.19 eV
HOMO-LUMO gap   7.82 eV
Spin multiplicity   1

Atoms and positions in Å:
C -0.42 -1.54 -0.42
C -0.03 1.89 -0.04
H -1.65 -4.30 1.19
H 0.09 -4.12 -0.26
H 0.63 -1.95 -1.19
H -1.12 1.96 -0.23
H 0.43 3.65 1.14
H 2.61 3.61 -0.64
N -1.29 -3.64 0.20
N -1.44 -2.31 0.45
N 0.42 0.73 0.04
N 0.61 3.24 0.00
O -0.85 -0.09 -0.39
O 2.00 2.88 0.15

Atomic partial charges in e from the Mulliken method, atoms 1 to 6: -0.001, -0.012, 0.270, 0.235, 0.223, 0.404

Version B
Below is C2H6N4O2 as an isolated structure, with properties calculated with ωB97M-V with the def2-TZVPD basis set.

Values from the calculation:
Total charge   0
LUMO energy   0.28 eV
HOMO-LUMO gap   10.12 eV
Spin multiplicity   1

Atoms and positions in Å:
C 1.19 -0.99 -0.25
C -1.46 -0.67 -0.14
H 0.65 1.67 1.02
H 1.25 2.01 -0.68
H 2.79 0.29 0.07
H -0.31 -2.32 0.01
H -1.13 1.20 0.47
H -3.09 0.82 0.31
N 0.76 1.38 -0.09
N 1.68 0.32 -0.34
N -0.10 -1.33 0.00
N -1.85 0.71 -0.21
O 2.13 -1.75 0.00
O -2.52 -1.35 -0.19

Atomic partial charges in e from the Mulliken method, atoms 1 to 6: 0.518, 0.406, 0.292, 0.228, 0.301, 0.257

Tell me which of them is the least stable. Sure, it is version A.

Version A
Below is C2H6N4O2 as an isolated structure, with properties calculated with ωB97M-V with the def2-TZVPD basis set.

Values from the calculation:
Total charge   0
LUMO energy   0.02 eV
HOMO-LUMO gap   9.11 eV
Spin multiplicity   1

Atoms and positions in Å:
C 0.83 -0.99 -0.75
C -0.85 0.95 -0.41
H 0.42 -1.32 1.90
H 2.02 -0.22 2.40
H 0.88 -1.56 -1.90
H -1.19 0.30 -2.39
H -0.73 2.33 0.75
H -0.17 0.37 1.61
N 1.05 -0.34 1.54
N 1.73 -0.90 0.18
N -0.47 -0.41 -0.70
N -0.46 1.20 0.80
O -1.25 -0.92 -1.83
O -1.79 1.49 -1.20

Atomic partial charges in e from the Mulliken method, atoms 1 to 6: 0.146, 0.394, 0.369, 0.335, 0.328, 0.413

Version B
Below is C2H6N4O2 as an isolated structure, with properties calculated with ωB97M-V with the def2-TZVPD basis set.

Values from the calculation:
Total charge   0
LUMO energy   0.18 eV
HOMO-LUMO gap   9.45 eV
Spin multiplicity   1

Atoms and positions in Å:
C 1.04 -0.16 -0.37
C -1.43 -0.33 -0.20
H 3.11 -0.57 0.52
H 1.72 -1.92 0.43
H 2.46 1.05 -0.39
H -2.95 -2.13 -0.18
H -2.40 1.55 -0.12
H 0.06 1.93 0.43
N 2.07 -0.88 0.39
N 1.25 0.95 -0.88
N -2.67 -0.87 -0.11
N -1.42 1.02 -0.29
O -0.24 -0.87 -0.11
O -0.60 1.22 0.89

Atomic partial charges in e from the Mulliken method, atoms 1 to 6: 0.771, 0.636, 0.232, 0.249, 0.246, 0.250

Tell me which of them is the least stable. Sure, it is version A.

Version A
Below is one molecule with the formula C5H4N2O2, with properties calculated with ωB97M-V with the def2-TZVPD basis set.

Values from the calculation:
Total charge   0
LUMO energy   -0.03 eV
HOMO-LUMO gap   9.70 eV
Spin multiplicity   1
SMILES   C=NC(=O)/C=C\N=C=O

Atoms and positions in Å:
C 1.22 0.12 1.07
C 0.24 0.94 1.41
C 1.28 -0.75 -0.09
C -1.55 1.46 -0.25
C -0.63 -1.11 -1.50
N 0.37 -0.56 -1.03
N -0.79 1.30 0.67
O -2.46 1.64 -0.92
O 2.17 -1.61 -0.21
H 1.87 -0.41 1.84
H 0.27 1.49 2.32
H -0.95 -0.52 -2.32
H -1.04 -1.99 -1.00

Atomic partial charges in e from the Mulliken method, atoms 1 to 6: -0.425, -0.014, 0.557, 0.551, -0.349, -0.311

Version B
Below is a 2-piece molecular cluster, C5H4N2O2 overall, with properties calculated with ωB97M-V with the def2-TZVPD basis set.

Values from the calculation:
Total charge   0
LUMO energy   0.02 eV
HOMO-LUMO gap   9.39 eV
Spin multiplicity   1
SMILES   C=C=[N+]([O-])O.C#CC#N

Atoms and positions in Å:
C 2.26 0.21 0.23
C 0.57 1.28 -1.44
C -0.53 -2.10 -0.18
C 1.37 0.74 -0.67
C -0.65 -0.90 0.31
N 3.08 -0.10 0.98
N -1.02 0.16 0.84
O -1.68 1.19 0.09
O -0.79 0.64 1.95
H -1.37 2.03 0.47
H -0.17 1.91 -1.73
H -1.35 -2.75 -0.14
H 0.29 -2.32 -0.72

Atomic partial charges in e from the Mulliken method, atoms 1 to 6: 0.082, 0.039, -0.904, -0.109, 0.450, -0.448

Tell me which of them is the least stable. Sure, it is version B.